Record 1
DFT (ωB97M-V with the def2-TZVPD basis set) results for the molecule CH2ClNOP2 at a distorted geometry.

Last column: natural (NBO) charge in e.
Element x y z (Å)
1 C -1.1665 0.1016 -0.0927  0.267
2 N 1.1602 0.1785 -1.7092  -1.108
3 O -1.9148 0.2930 -0.9891  -0.439
4 P 0.6718 0.0873 -0.2027  1.064
5 P 1.8870 -0.3616 1.4057  -0.085
6 Cl -1.7167 -0.0743 1.6676  -0.093
7 H 0.3644 -0.0428 -2.3130  0.381
8 H 0.7145 -0.1817 2.2334  0.014

Forces on atoms 1 to 3 (eV/Å):
-1.35 0.37 0.82
-0.85 -0.27 1.58
0.75 -0.38 0.86

Its highest occupied orbital energy (spin up / spin down) is -0.3279 / -0.3279 Eh. As for the total charge: 0. For the molar mass, the calculation gives 141.434 g/mol. The calculation puts the LUMO energy (spin up / spin down) at -1.8 / -1.8 eV. The calculation puts the strongest force on any atom at 0.0482 Eh/bohr. As for the relative energy (zero: lowest compared OMol25 entry of this formula, charge and spin): 101.31 kJ/mol. The calculation puts the frontier orbital gap (spin up / spin down) at 7.1024 / 7.1003 eV.


Record 2
DFT (ωB97M-V with the def2-TZVPD basis set) results for the molecule CH2ClNOS2 at a distorted geometry.

Last column: natural (NBO) charge in e.
Element x y z (Å)
1 C 0.9379 1.0973 -0.0713  0.509
2 N 0.4429 -0.1290 -0.3167  -0.650
3 O 2.0434 1.3260 0.3673  -0.544
4 S -2.2144 -0.5147 0.4806  -0.112
5 S -0.9924 -0.4312 -1.0554  0.392
6 Cl 1.4600 -1.4168 0.2395  0.147
7 H 0.2417 1.7568 -0.6197  0.134
8 H -1.9191 -1.6884 0.9757  0.124

Forces on atoms 1 to 3 (eV/Å):
1.57 1.25 -1.24
1.35 -1.74 0.59
-1.33 0.21 0.12

Its highest occupied orbital energy is -0.3714 Eh. As for the total charge: 0. For the molar mass, the calculation gives 143.620 g/mol. The calculation puts the LUMO energy at 0.2 eV. The calculation puts the strongest force on any atom at 0.0459 Eh/bohr. As for the relative energy (zero: lowest compared OMol25 entry of this formula, charge and spin): 37.34 kJ/mol. The calculation puts the frontier orbital gap at 10.2798 eV.


Record 3
DFT (ωB97M-V with the def2-TZVPD basis set) results for a structure of composition CH2CrLiO at a distorted geometry.

Last column: natural (NBO) charge in e.
Element x y z (Å)
1 C -0.3264 -0.5250 -0.1531  -0.435
2 O 0.7382 0.3597 0.2026  -1.013
3 H -0.7092 -1.0738 0.7298  0.183
4 Cr 1.3243 -1.0149 -1.1758  1.160
5 Li 0.2323 1.9394 0.7459  0.983
6 H -1.2592 0.3146 -0.3495  0.123

Forces on atoms 1 to 3 (eV/Å):
-2.86 3.78 1.21
1.09 -1.54 -0.92
0.47 -0.34 -0.55

Its highest occupied orbital energy (spin up / spin down) is -0.4874 / -0.4840 Eh. As for the total charge: +1. For the molar mass, the calculation gives 88.963 g/mol. The calculation puts the LUMO energy (spin up / spin down) at -4.8 / -4.9 eV. The calculation puts the strongest force on any atom at 0.0952 Eh/bohr. The calculation puts the frontier orbital gap (spin up / spin down) at 8.4650 / 8.2963 eV. As for the spin multiplicity: 5.


Record 4
DFT (ωB97M-V with the def2-TZVPD basis set) results for a structure of composition CH2DyO4 at a distorted geometry.

Last column: Löwdin spin population.
Element x y z (Å)
1 O -0.9310 -0.3921 -0.0717  0.054
2 Dy -0.3374 1.7981 0.5929  6.062
3 O 1.4165 0.6751 -0.1650  0.768
4 H 2.2159 0.3332 0.2389  0.016
5 C 0.0039 -1.1805 -0.4495  -0.020
6 O 0.2078 -2.1158 0.4440  -0.856
7 O 0.0938 -1.6302 -1.6820  -0.023
8 H 0.0263 -0.9096 -2.3275  -0.002

Forces on atoms 1 to 3 (eV/Å):
2.07 2.28 0.31
-0.55 -0.52 0.06
-0.62 0.78 -0.36

Its highest occupied orbital energy (spin up / spin down) is -0.7155 / -0.7640 Eh. As for the total charge: +2. For the molar mass, the calculation gives 240.523 g/mol. The calculation puts the LUMO energy (spin up / spin down) at -11.7 / -14.4 eV. The calculation puts the strongest force on any atom at 0.1283 Eh/bohr. As for the relative energy (zero: lowest compared OMol25 entry of this formula, charge and spin): 118.40 kJ/mol. The calculation puts the frontier orbital gap (spin up / spin down) at 7.7247 / 6.4219 eV. As for the spin multiplicity: 7.


Record 5
DFT (ωB97M-V with the def2-TZVPD basis set) results for the molecule CH2F2N2 at a distorted geometry.

Last column: natural (NBO) charge in e.
Element x y z (Å)
1 C 0.5744 -0.5958 -0.3787  0.708
2 N -0.0330 0.2312 0.4676  -0.288
3 N -1.1758 0.7737 0.7266  -0.514
4 F 1.8684 -0.7107 -0.3581  -0.289
5 F 0.0407 -0.6336 -1.6472  -0.332
6 H 0.4855 0.1456 1.4074  0.403
7 H -1.7602 0.7897 -0.2177  0.313

Forces on atoms 1 to 3 (eV/Å):
-2.95 0.55 -1.78
2.37 -1.20 3.27
-2.27 0.30 -3.24

Its highest occupied orbital energy (spin up / spin down) is -0.3050 / -0.3089 Eh. As for the total charge: 0. For the molar mass, the calculation gives 80.037 g/mol. The calculation puts the LUMO energy (spin up / spin down) at 0.3 / 0.3 eV. The calculation puts the strongest force on any atom at 0.0819 Eh/bohr. As for the relative energy (zero: lowest compared OMol25 entry of this formula, charge and spin): 251.45 kJ/mol. The calculation puts the frontier orbital gap (spin up / spin down) at 8.5706 / 8.6766 eV.


Record 6
DFT (ωB97M-V with the def2-TZVPD basis set) results for the molecule CH2F2N2 at a distorted geometry.

Last column: natural (NBO) charge in e.
Element x y z (Å)
1 C -0.0356 0.2665 0.6801  0.234
2 N -0.5138 0.7315 -0.3280  -0.557
3 N -0.6440 1.0103 2.1480  0.271
4 F -1.7864 0.2252 2.2977  -0.255
5 F -1.1767 2.1911 1.6646  -0.234
6 H 0.4468 -0.6118 0.9088  0.172
7 H -0.2453 0.1039 -1.1527  0.369

Forces on atoms 1 to 3 (eV/Å):
-2.51 2.34 3.67
0.18 -0.62 -3.26
1.18 -0.83 -2.50

Its highest occupied orbital energy is -0.3809 Eh. As for the total charge: 0. For the molar mass, the calculation gives 80.037 g/mol. The calculation puts the LUMO energy at 0.7 eV. The calculation puts the strongest force on any atom at 0.0978 Eh/bohr. As for the relative energy (zero: lowest compared OMol25 entry of this formula, charge and spin): 418.49 kJ/mol. The calculation puts the frontier orbital gap at 11.1049 eV.


The DFT total energy results, record by record, are as follows: -35704.9758 -38798.3831 -31734.5828 -33319.7729 -9481.0102 -9479.2790 eV.